Record 1
Molecular formula: C17H51ClF6O21
Method: DFT, the ωB97M-V functional and the def2-TZVPD basis

Properties
- M (g mol⁻¹) = 741.0
- spin multiplicity = 1
- E_tot (Eh) = -3317.79894
- HOMO energy (eV) = -8.843
- largest force on an atom (eV/Å) = 1.4
- HOMO-LUMO gap (eV) = 7.3183

Geometry (Å):
Cl  1.57589  1.92869  5.16686
F  -3.91298  -1.80638  1.28324
F  -4.82670  -3.24087  -0.72694
F  -5.66006  -1.25423  -0.79677
F  -4.13560  -1.81795  -2.21304
F  -2.90519  3.02608  3.58912
F  -3.42969  -0.12663  -0.03766
O  -6.68887  -2.96948  1.95155
O  -0.15557  1.74974  0.24308
O  3.48445  1.97666  -4.89853
O  3.79980  3.78948  7.07624
O  1.48195  -4.89480  -0.17711
O  -0.21677  1.69236  -4.13711
O  -6.39853  -0.55947  -3.94215
O  3.61770  2.78515  1.15449
O  1.06528  -7.26300  -1.92664
O  3.51888  -2.15707  -4.55945
O  5.25818  1.14887  -7.21586
O  -0.82693  3.31767  2.97360
O  2.65340  -1.99223  -7.40837
O  2.39753  4.71008  3.56545
O  2.28445  7.88970  4.24223
O  3.36899  -1.36582  -0.75499
O  -5.28605  0.12222  3.64244
O  -5.91828  3.06250  4.07359
O  -1.65318  -0.23306  2.04558
O  -5.19966  1.51570  -5.82552
O  3.30125  0.56951  3.26267
C  -1.60927  2.65519  3.53578
C  -4.54082  -1.94459  -0.94074
C  0.12949  -2.32705  1.02362
C  2.16572  0.18623  3.15329
C  -0.53273  -0.28809  2.49952
C  -2.07097  -2.07432  -0.24459
C  3.70755  -0.88350  0.52262
C  1.79910  -0.93763  2.23961
C  2.97963  -1.66495  1.65687
C  -3.44551  -1.47716  0.03993
C  -0.20539  0.63090  3.63364
C  -1.35157  -2.73315  0.95272
C  1.07075  0.84765  3.94016
C  -1.36474  1.35402  4.26248
C  2.67454  0.25479  -2.46906
C  2.25714  -0.71964  -1.38104
C  0.50559  -1.19965  1.95885
H  -5.47652  0.59232  -5.84625
H  0.48125  -7.03914  -2.65864
H  4.20129  3.54772  1.21747
H  -6.04645  -3.10331  1.24707
H  4.09222  2.72408  -4.92172
H  -5.29019  0.89732  3.06712
H  4.07895  -2.93263  -4.65358
H  2.10667  7.67572  5.16430
H  -6.18081  -3.08525  2.76102
H  -2.14341  -2.79357  -1.06522
H  -0.90204  1.89282  -3.49186
H  2.20805  5.65477  3.50134
H  2.96270  8.57149  4.27630
H  3.50074  0.19336  0.60185
H  3.69741  -1.83127  2.46932
H  3.06156  1.98714  -5.76489
H  1.65139  -0.19079  -0.62730
H  1.61032  -7.98415  -2.25715
H  2.20637  -5.18316  -0.74232
H  -2.28210  0.76454  4.22249
H  -5.58593  -0.81665  -3.49358
H  0.87495  -5.64243  -0.21358
H  -1.14249  1.59232  5.30996
H  -6.48355  2.31534  4.30041
H  3.16951  -1.99409  -5.44754
H  -6.99700  -1.30091  -3.80666
H  3.02678  -2.80305  -7.76899
H  1.63877  -1.51498  -1.82067
H  -0.13149  2.23036  1.07918
H  3.45616  2.55130  2.07628
H  -1.38865  -3.81991  0.83050
H  -5.07783  2.86747  4.50121
H  4.78754  -1.01102  0.65129
H  -5.03989  -0.60228  3.05689
H  3.22660  3.97452  6.32281
H  4.37895  3.08707  6.76339
H  0.70227  -3.20254  1.34032
H  4.98180  1.20041  -6.29063
H  2.69322  -2.64031  1.25887
H  6.04489  1.69826  -7.27923
H  1.62113  4.28369  3.18307
H  0.50122  -2.08671  0.02135
H  2.92552  -1.30105  -8.02171
H  1.76146  0.64230  -2.94231
H  3.26588  -0.24308  -3.23816
H  -5.68306  1.86504  -5.06958
H  -0.65803  1.76525  -4.98968
H  -1.05786  1.87421  -0.06931
H  -1.46644  -1.23677  -0.61002
H  -1.85518  -2.48603  1.88617
H  3.21111  1.11378  -2.05308

Mulliken atomic charge list, values in e, 4 entries: -0.1204, -0.2727, -0.2700, -0.2416


Record 2
Molecular formula: C17H51N3O8
Method: DFT, the ωB97M-V functional and the def2-TZVPD basis

Properties
- M (g mol⁻¹) = 425.6
- relative energy (zero: lowest compared OMol25 entry of this formula, charge and spin) (kcal/mol) = 17.32
- spin multiplicity = 1
- E_tot (Eh) = -1444.37758
- HOMO energy (eV) = -9.166
- largest force on an atom (eV/Å) = 6.8
- SMILES = COC[C@H](C)N.NC(N)=O.CCO.CCO.CCO.CCO.CCO.CCO
- HOMO-LUMO gap (eV) = 9.4739

Geometry (Å):
O  -2.89426  -2.54056  -4.72275
O  0.02328  -2.81787  3.33109
O  3.42253  3.17392  -1.39322
O  6.13690  -0.02887  2.19856
O  -1.61489  1.43740  -1.52503
O  2.17622  0.24222  0.73856
O  0.93383  4.38777  1.09801
O  -5.07930  -2.68398  0.94400
N  -2.16657  -2.18565  1.49481
N  0.05030  -0.03310  0.42282
N  1.17063  1.61906  -0.50846
C  1.06363  -2.63743  2.39141
C  4.49276  -1.04672  3.48721
C  5.18323  -1.02665  2.17823
C  -2.67782  -3.02172  0.39494
C  -0.53960  4.64235  2.93033
C  -1.64854  -4.10703  0.15128
C  3.64007  4.45481  -1.95014
C  -5.30327  -1.74192  -0.09871
C  1.83967  -3.92272  2.13293
C  -0.02288  3.73718  1.75925
C  -4.03956  -3.60864  0.79811
C  1.15874  0.58334  0.27045
C  2.88469  4.47131  -3.28829
C  -1.73594  -1.38127  -3.06003
C  -2.65197  -2.53329  -3.33643
C  -1.35024  2.17913  -2.71207
C  -1.67171  3.68949  -2.52730
H  -3.96708  -4.05852  1.78830
H  -2.82320  -2.36911  -0.46591
H  -0.09462  -0.76420  1.10444
H  4.18648  2.74932  -0.99610
H  -1.23424  4.26637  -3.34212
H  6.62173  -0.09440  3.02454
H  -1.01794  5.56242  2.59452
H  4.48499  -0.76498  1.38319
H  -1.55555  -2.80306  2.01014
H  5.69005  -1.92974  1.83813
H  2.23592  -4.22768  3.10148
H  1.15003  -4.66417  1.72952
H  -2.96362  -1.96504  2.07459
H  -2.53016  1.17484  -1.64730
H  -1.84265  -4.69295  -0.74712
H  -0.64096  -3.69136  0.14207
H  -2.73394  3.91917  -2.44349
H  -4.63721  -0.88041  -0.05108
H  -2.27005  -0.53048  -3.48310
H  2.55561  -3.78503  1.32264
H  -1.49493  -1.28522  -2.00136
H  -0.85734  3.40775  1.14017
H  4.72604  4.50191  -2.03099
H  -1.06662  4.11528  -1.72688
H  3.17009  3.71806  -4.02263
H  5.21873  -1.33054  4.24913
H  -0.27582  2.14391  -2.89231
H  0.73983  -2.20900  1.44288
H  -4.38617  -4.42649  0.16638
H  4.06008  -0.07265  3.71542
H  0.15505  4.98503  3.69723
H  -1.84752  1.62968  -3.51140
H  0.36616  1.78513  -1.09611
H  2.06726  2.06594  -0.63674
H  -0.66627  0.21674  -0.24367
H  -6.34481  -1.49456  0.10649
H  1.75932  -1.90203  2.79551
H  3.77878  -1.86990  3.46059
H  3.13506  5.44046  -3.71976
H  -1.59564  -4.73831  1.03829
H  1.80370  4.45271  -3.14966
H  -5.28407  -2.10796  -1.12523
H  -3.53240  -2.46953  -2.69700
H  1.31201  3.72928  0.51067
H  -1.29585  4.10983  3.50705
H  -2.17902  -3.46803  -3.03530
H  -0.81867  -1.55807  -3.62168
H  -3.42910  -3.26107  -5.06393
H  3.31206  5.26187  -1.29504
H  -0.39504  -1.95560  3.38682
H  0.47177  2.83392  2.11639

Mulliken atomic charge list, values in e, 4 entries: -0.5429, -0.6742, -0.5240, -0.5481


Record 3
Molecular formula: C17H51O9
Method: DFT, the ωB97M-V functional and the def2-TZVPD basis

Properties
- M (g mol⁻¹) = 399.6
- relative energy (zero: lowest compared OMol25 entry of this formula, charge and spin) (kcal/mol) = 306.69
- spin multiplicity = 1
- E_tot (Eh) = -1354.85134
- HOMO energy (eV) = -3.519
- largest force on an atom (eV/Å) = 9.7
- HOMO-LUMO gap (eV) = 5.9245
- net charge = -1

Geometry (Å):
O  0.80625  0.33524  -0.29196
O  1.36958  1.19870  -2.18009
O  2.26008  0.00674  1.21035
O  3.41515  -1.32946  0.18743
O  1.68165  2.07463  -0.01421
O  -1.66145  -0.55658  4.21584
O  -1.88693  -2.05181  -4.39141
O  -0.66694  1.40691  -1.16157
O  -2.85854  -0.70842  2.45856
C  -2.99326  0.08106  1.27758
C  -2.36711  1.86620  -2.74476
C  -1.78395  0.78065  -1.79893
C  -0.81866  -2.87324  -3.94945
C  1.80422  4.48152  0.38789
C  1.37991  2.23910  -3.06519
C  2.19685  -3.45694  0.45427
C  -3.30099  -0.75521  0.04371
C  -1.39209  -1.86520  4.08050
C  2.76398  -2.19266  1.00916
C  2.31902  0.66308  2.43292
C  0.10895  -0.86115  -0.03997
C  0.91536  0.66367  2.97423
C  1.90077  3.09380  0.98421
C  -0.54091  -2.15405  2.84451
C  -0.38277  -2.44684  -2.62613
C  0.66597  3.39735  -2.34346
H  -0.50167  -3.23108  2.68152
H  1.92646  -1.70577  1.50876
H  -1.25109  -2.54156  -1.97409
H  -0.02359  -1.48449  -0.92426
H  0.83414  1.19323  3.92348
H  1.09164  3.66105  -1.37528
H  0.73922  4.27243  -2.98919
H  -2.51560  0.61947  -1.00722
H  -0.36817  3.26061  -2.02730
H  3.47324  -2.34595  1.82251
H  0.83631  4.62644  -0.09193
H  2.91636  2.90783  1.33363
H  2.14932  5.30168  1.01744
H  0.73842  2.18181  -0.15715
H  -3.59219  -1.30727  2.61583
H  -1.06426  -3.93499  -3.97106
H  -4.23305  -1.31625  -0.02408
H  2.44827  2.38365  -3.22584
H  1.65003  -3.93230  1.26860
H  -0.06909  -2.69878  -4.72134
H  0.42108  -1.67466  3.02576
H  2.90731  0.08757  3.14762
H  -2.70729  -2.31363  -3.96707
H  0.59110  -0.34741  3.22056
H  -1.83549  1.72357  -3.68558
H  0.48374  0.92163  -1.93488
H  -1.11219  -1.77324  1.99792
H  -1.37943  -0.14329  -2.21221
H  2.75155  1.66114  2.36287
H  4.31467  -1.64076  0.06268
H  2.97249  -4.05707  -0.02145
H  0.00824  -1.42940  -2.62259
H  0.64019  -1.42966  0.72336
H  1.17614  2.99373  1.79229
H  -2.10128  2.88159  -2.45080
H  -2.24825  -0.39190  3.47413
H  -3.46066  -0.03394  -0.75777
H  -3.44830  1.84085  -2.88073
H  -0.20984  0.67974  -0.73275
H  -3.87355  0.65102  1.57479
H  2.38138  4.56147  -0.53331
H  0.28621  1.06994  2.18226
H  1.52521  -3.22494  -0.37228
H  -0.96900  -2.37502  4.94604
H  -2.13534  0.75325  1.29284
H  -0.89171  -0.73834  0.37440
H  -2.31794  -2.41132  3.89981
H  -2.43168  -1.33104  -0.27382
H  1.34334  -0.14253  0.96764
H  0.34122  -3.18753  -2.28656
H  0.85904  1.87335  -3.95007

Mulliken atomic charge list, values in e, 4 entries: 0.0458, -0.5156, -0.2774, -0.3759


What is the formula in the third record?
C17H51O9